# 1
This record from the OMol25 dataset describes a structure of composition C30H85CuIN7O9 at a distorted geometry. The level of theory is wB97M-V/def2-TZVPD.

Summary:
- HOMO-LUMO gap (alpha / beta) (eV) = 7.1 / 3.4
- charge = +1
- spin multiplicity = 2
- largest force on an atom (eV Å⁻¹) = 4.3
- highest occupied orbital energy (alpha / beta) (eV) = -10.543 / -10.543

CARTESIAN COORDINATES (ANGSTROEM)
1 Cu -19.4976 -28.2586 3.7140
2 I -20.5959 -24.2128 1.2419
3 C -18.6928 -26.6124 -1.5031
4 O -20.1411 -26.2976 -1.3782
5 H -18.5309 -27.6529 -1.7845
6 H -18.4207 -25.9436 -2.3197
7 H -18.0923 -26.5515 -0.5955
8 H -20.3537 -25.5554 -0.8075
9 C -21.7496 -21.5995 4.6268
10 O -22.0252 -21.2433 3.2613
11 H -21.3281 -22.5966 4.4995
12 H -21.1275 -20.8257 5.0766
13 H -22.6757 -21.5344 5.1979
14 H -21.9181 -22.0091 2.6924
15 C -24.7399 -24.9708 -4.5771
16 C -25.5105 -24.8786 -3.2765
17 C -24.5329 -24.5528 -2.1031
18 O -25.0754 -25.0367 -0.9212
19 C -24.4796 -24.5103 0.3261
20 N -26.5640 -23.9289 -3.4288
21 H -24.0667 -24.1185 -4.6687
22 H -25.2825 -25.1090 -5.5123
23 H -23.9447 -25.7158 -4.6013
24 H -25.9858 -25.8166 -2.9895
25 H -24.2500 -23.5013 -2.0541
26 H -23.6425 -25.1516 -2.2949
27 H -25.0539 -24.8283 1.1962
28 H -24.3208 -23.4347 0.2492
29 H -23.4519 -24.8536 0.4451
30 H -26.9397 -23.9191 -2.4913
31 H -26.0862 -23.0468 -3.3122
32 C -17.3003 -22.0724 -0.9590
33 C -17.9487 -22.0965 -2.3463
34 C -19.4276 -22.6841 -2.1071
35 O -20.0955 -22.7286 -3.4044
36 C -21.3224 -23.4051 -3.3855
37 N -18.2910 -20.7257 -2.8088
38 H -16.9831 -23.0762 -0.6762
39 H -17.9686 -21.6670 -0.1993
40 H -16.4570 -21.3860 -0.8824
41 H -17.5507 -22.8012 -3.0766
42 H -20.0536 -22.0787 -1.4516
43 H -19.3446 -23.7205 -1.7799
44 H -22.1981 -22.8818 -3.0017
45 H -21.3358 -24.3871 -2.9125
46 H -21.6378 -23.6859 -4.3904
47 H -18.8702 -20.8892 -3.6199
48 H -18.8629 -20.3522 -2.0648
49 C -17.8558 -21.3493 2.7282
50 C -18.2864 -19.9134 2.4891
51 C -17.1722 -18.9951 1.7918
52 O -15.8948 -19.1088 2.5400
53 C -14.7005 -18.5723 1.9928
54 N -19.4449 -20.0511 1.6059
55 H -16.9065 -21.2623 3.2569
56 H -17.8780 -21.9967 1.8516
57 H -18.5948 -21.7604 3.4160
58 H -18.4068 -19.4133 3.4501
59 H -17.4123 -17.9374 1.6839
60 H -17.0843 -19.2879 0.7455
61 H -14.8642 -17.4993 1.8930
62 H -14.4938 -19.0774 1.0493
63 H -13.8360 -18.7702 2.6265
64 H -19.2037 -20.8251 1.0035
65 H -20.2485 -20.4387 2.0792
66 C -27.7368 -27.3426 4.4381
67 C -26.2226 -27.6039 4.5664
68 C -25.2868 -26.4768 4.0716
69 O -25.8360 -25.2596 4.5727
70 C -24.9313 -24.1443 4.3496
71 N -26.0153 -27.9763 6.0083
72 H -28.2286 -26.6612 5.1323
73 H -28.3901 -28.2098 4.5337
74 H -27.8631 -26.8873 3.4559
75 H -26.0031 -28.5011 3.9876
76 H -25.2208 -26.4735 2.9836
77 H -24.3221 -26.7121 4.5211
78 H -25.0549 -23.2948 5.0213
79 H -25.1525 -23.8355 3.3279
80 H -23.8806 -24.4306 4.3956
81 H -25.8967 -27.1142 6.5210
82 H -26.9494 -28.1855 6.3306
83 C -25.9021 -17.6648 2.2548
84 C -25.1070 -18.0799 0.9673
85 C -23.7956 -18.7508 1.0915
86 O -23.3539 -18.9939 -0.2987
87 C -22.2397 -19.8586 -0.4135
88 N -26.0550 -19.0075 0.1876
89 H -26.3255 -18.5605 2.7092
90 H -26.7774 -17.0820 1.9679
91 H -25.2925 -17.1163 2.9728
92 H -25.1018 -17.1195 0.4518
93 H -23.8660 -19.7275 1.5702
94 H -23.0915 -18.0304 1.5080
95 H -22.5448 -20.8820 -0.6319
96 H -21.6499 -19.8303 0.5027
97 H -21.6136 -19.6181 -1.2726
98 H -26.8843 -18.4988 -0.0838
99 H -25.5412 -19.3033 -0.6302
100 C -16.8817 -24.6929 4.0861
101 C -17.9257 -25.7547 4.4315
102 C -19.2318 -25.2479 4.9777
103 O -20.1422 -26.3594 4.9868
104 C -21.4124 -26.1223 5.6065
105 N -18.2352 -26.5051 3.1955
106 H -17.2816 -23.9204 3.4292
107 H -16.1164 -25.2004 3.4989
108 H -16.4570 -24.2545 4.9892
109 H -17.3697 -26.3516 5.1545
110 H -19.6557 -24.3473 4.5336
111 H -19.0299 -24.8812 5.9841
112 H -22.1714 -26.1784 4.8262
113 H -21.5079 -25.1063 5.9895
114 H -21.7247 -26.8064 6.3955
115 H -18.6222 -25.8386 2.5428
116 H -17.3742 -26.7728 2.7404
117 C -22.4153 -28.1711 0.4127
118 C -21.2710 -28.9241 1.1911
119 C -20.7497 -30.1602 0.4003
120 O -20.0304 -30.9808 1.2592
121 C -19.4731 -32.1233 0.6333
122 N -20.2514 -27.9960 1.5171
123 H -22.6700 -27.1553 0.7148
124 H -23.3206 -28.7772 0.4465
125 H -22.2130 -27.9098 -0.6260
126 H -21.6497 -29.2902 2.1454
127 H -19.9719 -29.6727 -0.1875
128 H -21.4657 -30.6024 -0.2924
129 H -18.8495 -32.7634 1.2573
130 H -18.9081 -31.8188 -0.2477
131 H -20.3467 -32.7205 0.3720
132 H -19.5102 -28.1409 0.8465
133 H -20.7137 -27.1968 1.1076

Cartesian forces, eV/Å:
Cu -0.082 1.295 -1.013
I -0.081 0.458 0.279
C -1.667 0.750 -0.370
O 0.951 -1.771 0.056
H -0.712 0.011 -0.412
H 0.986 -0.220 0.270
H -0.186 0.847 0.226
H 0.667 0.128 -0.053
C -0.524 0.294 -1.205
O -0.099 0.770 -0.179
H 0.244 -0.020 1.328
H 0.587 -0.392 -0.174
H -0.110 -0.639 0.021
H -0.103 -0.064 0.142
C 1.568 -0.271 -0.283
C 1.146 -0.799 0.039
C 0.327 -1.180 -1.123
O -0.362 0.642 2.994
C 0.015 -0.342 -1.987
N -0.341 1.065 1.226
H -0.482 0.803 -0.217
H -0.427 0.261 0.390
H -0.311 -0.779 0.414
H 0.194 -0.311 -0.216
H -0.167 0.326 -0.021
H 0.614 0.149 -0.158
H -0.230 0.160 -0.404
H -0.681 0.292 0.150
H 0.267 -0.664 -0.080
H -1.274 -0.262 0.304
H 0.108 0.898 -0.991
C 0.460 0.097 -0.559
C -3.928 0.534 1.646
C 0.684 -0.905 -1.909
O 0.427 -0.054 0.953
C -0.935 -0.881 -0.652
N 1.796 -0.899 -0.356
H 0.049 0.015 0.185
H -0.373 -0.241 -0.194
H 0.293 -0.194 -0.386
H 0.624 0.669 -0.126
H 0.252 0.177 0.456
H -0.173 -0.262 0.459
H 0.289 0.704 0.449
H 0.634 -0.078 0.591
H 0.453 0.433 -0.417
H -0.266 0.501 -0.145
H -0.190 0.411 -0.096
C 0.756 0.698 1.587
C 1.373 0.334 -1.268
C 1.133 -0.725 0.335
O -1.656 -0.960 0.212
C -1.071 -0.009 -0.523
N -0.386 1.007 -0.200
H 0.325 -0.865 -0.193
H 0.572 0.265 -0.108
H -0.060 -0.188 0.206
H -0.897 -0.159 -0.017
H -0.547 0.099 0.643
H 0.473 -0.577 -0.178
H 0.504 0.150 -0.383
H 0.069 0.353 -0.389
H -0.419 -0.024 0.410
H 0.062 0.187 -0.579
H -0.306 0.419 0.688
C -0.099 0.820 -1.391
C -1.131 -0.458 1.228
C -1.662 -0.493 1.260
O 1.562 0.702 0.462
C -0.732 -0.704 -0.860
N 0.439 0.511 -0.464
H 0.851 0.448 0.290
H 0.551 -0.516 -0.365
H -0.595 -0.140 -0.222
H 0.145 -0.008 -0.154
H 0.016 0.034 -0.184
H 0.368 0.267 -0.077
H -0.561 -0.369 0.179
H 0.297 0.507 -0.086
H 0.123 -0.320 0.124
H 0.535 0.498 0.073
H -0.088 -0.738 0.156
C 0.594 -1.151 -0.375
C -3.964 0.159 -0.283
C 0.769 0.091 -1.835
O -0.044 0.112 0.482
C -0.228 -0.002 0.265
N 1.330 0.491 1.196
H 0.244 -0.097 0.280
H 0.235 0.262 -0.110
H -0.064 0.058 -0.029
H 1.063 -0.067 -0.488
H 0.082 0.197 0.491
H 0.269 -0.437 0.544
H -0.361 -0.423 0.309
H 0.217 -0.033 -0.145
H -0.017 0.634 0.062
H 0.016 0.048 -0.146
H -0.182 0.092 -0.297
C -0.457 0.229 -0.046
C 0.931 0.725 -1.162
C 0.040 -0.226 1.371
O -0.076 -0.013 0.574
C -0.699 0.723 -0.655
N 0.344 -0.889 0.569
H -0.101 0.203 0.151
H 0.330 0.098 0.300
H 0.115 0.146 -0.182
H -0.726 -0.722 0.048
H -0.073 -0.233 -0.975
H -0.108 -0.332 0.482
H -0.057 -0.177 -0.114
H 0.366 0.060 0.184
H 0.716 -0.270 -0.015
H -0.564 0.053 -0.166
H 0.364 -0.249 0.102
C -0.107 -0.912 -0.220
C -2.979 -1.892 -0.795
C 1.028 2.208 0.077
O 0.188 -0.477 1.606
C -0.994 -0.180 -0.570
N 1.177 0.817 0.182
H 0.055 -0.032 1.200
H -0.090 0.159 -0.087
H 0.574 -0.840 -0.335
H -0.573 -0.242 -0.130
H 0.004 -0.022 -1.186
H -0.243 -0.445 0.424
H -0.025 0.676 0.488
H 0.049 -0.144 -0.185
H 0.237 -0.429 -0.589
H 0.682 -0.009 0.011
H 0.838 1.194 0.655

---

# 2
This record from the OMol25 dataset describes a structure of composition C23H37N2PtS2Si2 at a distorted geometry. The level of theory is wB97M-V/def2-TZVPD.

Summary:
- HOMO-LUMO gap (alpha / beta) (eV) = 5.8 / 6.5
- charge = -1
- spin multiplicity = 3
- largest force on an atom (eV Å⁻¹) = 2.6
- highest occupied orbital energy (alpha / beta) (eV) = -3.361 / -3.995

CARTESIAN COORDINATES (ANGSTROEM)
1 Pt 0.5364 -0.0629 0.0628
2 C 2.7445 -0.4162 -2.1316
3 N 1.5033 -1.1493 -1.8615
4 C 0.4782 -1.0612 -2.9301
5 C -0.1619 0.2898 -3.0378
6 N -1.0645 0.5920 -1.8860
7 C -1.3497 1.9841 -1.7787
8 C -2.2895 -0.2348 -1.9957
9 C -3.3168 0.0979 -2.9346
10 C -4.5188 -0.5764 -2.8422
11 C -4.6416 -1.6262 -1.9772
12 C -3.5869 -2.0668 -1.1671
13 C -2.3761 -1.2801 -1.0840
14 S -1.2441 -1.6559 0.1753
15 C 1.8221 -2.5264 -1.6025
16 C 1.8604 -3.5223 -2.5701
17 C 2.1249 -4.8696 -2.2958
18 C 2.3398 -5.2155 -0.9453
19 C 2.3529 -4.2281 0.0244
20 C 2.0952 -2.8867 -0.2556
21 S 2.0954 -1.7341 1.0599
22 H 3.1818 -0.7343 -3.0981
23 H 3.4813 -0.6815 -1.3634
24 H 2.4440 0.6062 -2.0593
25 H -0.2709 -1.7586 -2.7033
26 H 0.8641 -1.2972 -3.8868
27 H -0.6933 0.3714 -4.0054
28 H 0.6137 1.0845 -2.9485
29 H -2.0335 2.3904 -2.5321
30 H -0.3971 2.6021 -1.7174
31 H -1.8357 2.1900 -0.8406
32 H -3.0825 0.8481 -3.7275
33 H -5.3824 -0.2759 -3.4678
34 H -5.5895 -2.1077 -1.8683
35 H -3.7904 -2.9306 -0.4682
36 H 1.6396 -3.2469 -3.6168
37 H 2.0648 -5.6324 -3.0625
38 H 2.3532 -6.2718 -0.6322
39 H 2.4610 -4.5112 1.0679
40 C -1.1151 2.4450 4.1980
41 Si -1.1235 1.3697 2.5921
42 C -1.3061 -0.4149 3.2186
43 C -2.8379 1.9798 2.0191
44 C 0.2244 1.6696 1.3175
45 Si 1.9040 2.0899 2.0108
46 C 3.2155 2.0622 0.6688
47 C 1.8375 3.8962 2.7116
48 C 2.2615 0.8646 3.3621
49 H -1.9019 2.1021 4.8554
50 H -1.3034 3.5229 4.0348
51 H -0.1735 2.4250 4.7050
52 H -0.6883 -1.1276 2.7151
53 H -2.4114 -0.7304 3.0373
54 H -1.1587 -0.3591 4.2716
55 H -3.4719 2.1161 2.9323
56 H -3.4252 1.3753 1.3215
57 H -2.6705 3.0022 1.5316
58 H -0.1736 2.5483 0.8449
59 H 2.8337 2.6159 -0.1686
60 H 3.5152 1.0773 0.2983
61 H 4.1364 2.5755 0.9969
62 H 1.8343 4.5047 1.8526
63 H 2.6474 4.1999 3.3575
64 H 0.8765 3.9805 3.2030
65 H 3.2661 0.4303 3.3983
66 H 1.6637 0.0162 3.2673
67 H 2.1132 1.2669 4.3501

Cartesian forces, eV/Å:
Pt 0.076 0.346 0.038
C -0.101 -0.913 -0.091
N -0.538 -0.995 -0.621
C 0.745 1.257 0.875
C 0.147 1.502 0.962
N -0.238 -1.359 -1.609
C 0.697 1.798 0.387
C 0.442 1.166 -0.269
C 1.510 -0.100 0.557
C -0.473 1.251 -1.583
C 0.858 -1.153 1.434
C -0.344 0.436 0.402
C -1.731 -1.213 0.047
S -0.144 -0.352 -0.299
C 0.193 -0.964 1.361
C -0.097 0.023 -1.216
C -0.154 0.385 1.270
C -0.401 -0.275 -0.710
C -0.170 -0.376 0.195
C 0.031 0.308 -0.379
S 0.049 0.323 -0.013
H -0.233 0.433 0.069
H -0.342 0.300 0.022
H 0.617 0.933 -0.272
H -1.036 -1.193 0.405
H 0.740 -0.366 -1.177
H 0.179 0.098 0.249
H -0.390 -0.458 -0.573
H 0.274 0.012 -0.397
H -1.000 -0.835 -0.364
H -0.286 -0.145 0.571
H -0.515 -0.506 0.904
H 0.667 -0.238 0.340
H -0.457 -0.397 -0.101
H 0.573 1.134 -0.826
H 0.151 -0.184 0.591
H 0.048 0.145 -0.037
H 0.333 0.550 -0.256
H 0.064 0.070 -0.107
C 0.179 0.597 -0.846
Si -0.472 -0.092 0.118
C -2.381 0.617 -0.844
C -0.102 1.105 -0.377
C 0.011 -0.694 1.184
Si -0.546 0.154 0.059
C 0.832 0.043 0.393
C -0.024 -1.815 0.149
C 1.653 0.595 0.434
H -0.199 -0.277 0.285
H -0.072 -0.393 -0.266
H 0.673 -0.265 0.601
H 0.487 -0.411 -0.003
H 1.808 0.456 0.292
H 0.305 -0.382 0.995
H 0.488 0.037 -0.685
H 0.274 -0.084 -0.069
H -0.413 -1.127 0.674
H -0.164 0.623 -0.902
H -0.235 0.400 -0.610
H -0.242 -0.022 0.257
H -0.208 -0.095 -0.024
H -0.050 1.097 -1.116
H 0.247 0.018 0.292
H -0.110 0.221 0.271
H 0.183 0.319 -0.292
H -1.384 -1.420 -0.232
H -0.282 0.344 0.486